Entry 1:
A single C4H3FO molecule in a non-equilibrium geometry. Source: the OMol25 dataset; level of theory: ωB97M-V with the def2-TZVPD basis set.

The value obtained for the relative energy (zero: lowest compared OMol25 entry of this formula, charge and spin) is 2.2138 eV. For the HOMO-LUMO gap, the calculation gives 10.53 eV. The highest occupied orbital energy is -10.52 eV. The structure (SMILES) is C#C[C@H](F)C=O.

```
! RIJCOSX wB97M-V def2-TZVPD def2/J DEFGRID3
* xyz 0 1
C 1.44681 -0.83913 -0.81663
C -0.91756 -0.46151 0.25319
C -1.71660 0.73142 -0.36540
H -0.87851 -0.54998 1.34040
F -1.75425 -1.74814 0.09378
O -2.91089 0.70673 -0.38024
C 0.35393 -0.66997 -0.36966
H -1.17426 1.62086 -0.65651
H 2.47087 -0.67011 -1.11400
*
```

=====

Entry 2:
A gas-phase ion, C2H5N2O (charge +1) in a non-equilibrium geometry. Source: the OMol25 dataset; level of theory: ωB97M-V with the def2-TZVPD basis set.

The value obtained for the relative energy (zero: lowest compared OMol25 entry of this formula, charge and spin) is 4.1220 eV. For the HOMO-LUMO gap, the calculation gives 9.80 eV. The highest occupied orbital energy is -15.92 eV. The structure (SMILES) is C=[N+]=NCO.

```
! RIJCOSX wB97M-V def2-TZVPD def2/J DEFGRID3
* xyz 1 1
H -1.74460 1.06996 -0.75814
C 2.10210 -0.34587 -0.20298
H 2.60569 -0.91816 0.62755
N 1.13677 0.37038 -0.02318
H -2.31384 -1.03005 0.43980
N 0.09913 0.96160 0.05167
H -1.75796 0.91518 1.01220
C -1.28334 0.53466 0.05129
H 2.54840 -0.64100 -1.24871
O -1.39235 -0.91670 0.05049
*
```

=====

Entry 3:
2 unconnected molecules or ions with the total composition C7H13N in a non-equilibrium geometry. Source: the OMol25 dataset; level of theory: ωB97M-V with the def2-TZVPD basis set.

The value obtained for the relative energy (zero: lowest compared OMol25 entry of this formula, charge and spin) is 2.5120 eV. For the HOMO-LUMO gap, the calculation gives 9.80 eV. The highest occupied orbital energy is -9.07 eV. The structure (SMILES) is C=CC=C.C=NCC.

```
! RIJCOSX wB97M-V def2-TZVPD def2/J DEFGRID3
* xyz 0 1
H 2.34914 -1.59118 2.38190
H -1.79478 2.09346 -1.74756
H -1.35362 -0.96949 -0.24280
H -1.64044 -2.66433 -1.12132
H -3.07363 1.58638 0.36895
H 1.39084 -0.93373 0.07817
H 0.30795 2.36497 -2.97848
H 0.72879 2.13644 0.09918
C -1.98082 1.73531 0.34210
H 2.29484 -2.93766 1.26454
C 0.85818 2.36172 -2.02201
H 1.00946 -2.69836 2.55674
C -1.07149 -1.98141 -0.50158
C 1.67376 -2.22852 1.81432
C 0.79119 -1.45729 0.82509
H -1.46023 1.80914 1.31636
C 0.20434 2.09924 -0.86857
H 0.11550 -0.77589 1.35372
H 1.95507 2.53476 -2.19070
N -0.02563 -2.43254 0.05856
C -1.27842 1.94898 -0.78663
*
```

=====

Entry 4:
2 unconnected molecules or ions with the total composition C3H12N2O in a non-equilibrium geometry. Source: the OMol25 dataset; level of theory: ωB97M-V with the def2-TZVPD basis set.

The value obtained for the relative energy (zero: lowest compared OMol25 entry of this formula, charge and spin) is 1.2249 eV. For the HOMO-LUMO gap, the calculation gives 9.52 eV. The highest occupied orbital energy is -8.66 eV. The structure (SMILES) is CCO.NCN.

```
! RIJCOSX wB97M-V def2-TZVPD def2/J DEFGRID3
* xyz 0 1
C -1.10216 1.66246 4.22037
H 0.85578 2.01335 3.32720
C -0.18549 1.96563 3.02829
C 0.63003 -1.97110 -2.93234
H -1.05603 -2.60787 -3.87483
H 0.92559 -3.00915 -2.77006
H -1.95676 1.00521 4.10685
H 0.70593 -1.56964 -1.91092
H 2.13399 -1.74769 -4.51720
N -0.70982 -1.80926 -3.39260
H -0.62251 2.88745 2.61927
H 1.75980 -0.40253 -3.67853
H -0.53060 1.26800 5.07019
N 1.72233 -1.39427 -3.68244
O -0.35776 0.98609 1.99776
H -1.41824 2.64417 4.58350
H 0.37516 1.03988 1.38637
H -1.16922 -0.96071 -3.58090
*
```

=====

Entry 5:
A molecular structure, C70H90BCaGeN3O4P3Si in a non-equilibrium geometry. Source: the OMol25 dataset; level of theory: ωB97M-V with the def2-TZVPD basis set.

The value obtained for the relative energy (zero: lowest compared OMol25 entry of this formula, charge and spin) is 1.3984 eV. For the HOMO-LUMO gap, the calculation gives 6.52 eV. The highest occupied orbital energy is -4.26 eV.

```
! RIJCOSX wB97M-V def2-TZVPD def2/J DEFGRID3
* xyz -1 1
C -5.51530 -2.77222 1.61634
C 1.04720 -4.27472 2.67064
C -4.51800 3.37488 0.68894
N -2.78170 0.58468 -3.29956
C -0.58170 4.69358 0.64884
H -3.89830 2.51588 2.55614
H 7.26310 -7.59962 1.07444
O -3.67720 -1.13232 1.42654
H 3.03510 -8.21102 1.05034
C 1.10670 -5.49292 2.00824
C 3.90020 3.26778 -1.95576
C 0.50810 -6.59782 2.58984
H 4.09410 1.95118 2.65704
C 2.47530 5.06048 -2.65046
H -3.39770 1.86668 5.05624
C -2.50410 1.36158 4.68734
C 0.09520 2.45898 -5.48636
H 2.07240 -1.39942 3.72124
H -1.59250 5.05998 -2.13976
H 0.82000 -2.52372 -2.07856
O -0.49020 -4.18342 0.38334
P -0.14260 1.55818 3.23774
H -2.93740 0.44508 -7.07076
H -3.04550 -1.26612 -5.28696
H 0.96440 2.69918 -6.09986
C 5.16680 -8.04762 1.11114
C -0.88190 1.59558 -6.26796
Ge 1.80870 -5.55992 0.15604
H 4.82270 2.72558 -2.07836
O -3.53780 -1.16692 -0.84126
C 3.65480 4.35098 -2.78486
C -4.26750 4.67678 -2.14546
C 0.03650 5.88788 1.00574
C 1.59070 -7.21912 -2.24026
H -1.00200 -6.72592 -0.16086
C 1.75350 -0.13152 -1.58836
C -1.10750 -7.75112 -2.04306
C 6.16190 1.77608 -0.06806
C 4.05970 0.14568 -2.46636
C -0.66000 7.06598 1.19804
C 2.56510 4.32238 2.01994
H 2.27540 5.90668 -3.29586
C 4.79000 -5.48982 0.15834
H -3.47990 2.68248 -2.31986
H 4.01230 5.44488 3.13844
H -0.65320 -7.35162 4.22244
P 3.16570 1.41958 0.09284
C -4.50410 -2.02132 -0.45376
C 3.89040 -7.57372 0.86504
C 1.91620 3.12538 4.40274
C 3.23030 4.69538 3.17364
P -2.79760 3.19408 -0.06936
H 1.40800 -0.56992 2.30024
C 1.52290 3.39768 2.02994
H -5.25270 4.33858 -1.83816
C -0.41560 -8.13672 -3.17836
H 3.55870 -0.84392 -0.64106
H -4.30430 -0.82232 -3.20656
Ca -0.93460 0.38048 0.22544
C 2.97370 2.88808 -0.99056
H -1.99420 4.15068 -3.59716
H 6.92730 -5.31442 0.21544
C 4.97190 2.16748 2.05394
H 2.53160 0.27548 3.38094
H 3.90690 -0.76162 -3.05506
H -0.54180 2.47578 6.37424
H -0.26660 3.91758 5.38744
C 0.94180 -7.87712 -3.26996
H -2.76370 0.79188 3.79304
H 0.24760 -4.20752 -2.06126
H 0.25110 -3.17802 4.32164
C 0.52860 0.05698 4.17324
C -1.87990 4.08008 -2.51646
H -3.75340 5.93868 0.55404
H -1.85900 3.60168 6.07154
H 2.86930 4.76048 1.07794
C -3.76040 -0.44052 -5.27516
H 1.10660 5.90898 1.12804
H 2.52380 -3.09732 -0.35486
H -0.93350 -8.62162 -3.99596
H 0.64860 5.25488 -1.57336
H 1.19230 -0.57102 -0.76866
H 2.65220 -7.01372 -2.32336
C -5.34770 -2.80632 -1.21406
H -0.29450 -0.66352 4.04824
H 4.38820 4.63478 -3.52906
H 1.67540 -0.77532 -2.46206
C -3.18490 3.63788 -1.86896
H 6.26570 1.19588 -0.97876
H 5.12300 0.22538 -2.25926
C -0.45600 -7.08022 -1.02206
H 1.09930 2.33558 -3.57826
C -6.28940 -3.56702 -0.53536
H -2.16640 -7.95852 -1.95826
H -7.11450 -4.16052 1.33714
H -6.97810 -4.18132 -1.09686
H -4.69380 -0.76672 -5.73746
H -5.58030 -2.76962 2.69424
H -4.30210 4.86838 -3.21746
H 3.41530 4.37108 5.28804
H -3.92480 1.55088 -6.08306
C -0.28380 -5.24992 4.40764
H 1.76850 0.71728 5.83484
N -0.60340 1.17808 -3.47366
C -3.17940 0.74078 -6.04296
N -1.97330 1.21298 -5.40386
C 4.95050 1.36318 0.75764
H 0.55010 -7.55382 2.08104
H 2.73040 -4.14602 -1.76126
C 0.90040 -6.79902 -1.10856
C -1.72180 0.97498 -4.06636
C 0.51390 1.68498 -4.23576
C 2.05640 -3.89412 -0.93656
C -1.40950 2.37968 4.37054
C 3.67640 -6.28822 0.38394
H 1.69070 2.64178 5.33894
C -1.97020 4.73128 0.47654
C -0.97970 3.13258 5.62704
H 6.10580 2.83138 -0.32076
O -0.37510 -1.97222 0.10394
C -4.38890 3.42128 2.20494
H 1.30740 0.82658 -1.84866
H -4.89780 1.25438 0.66254
C 6.07170 -5.95212 0.39784
C 0.71840 -3.41842 -1.47076
H -0.87540 -5.14712 5.30814
C 6.26360 -7.23482 0.87824
C 1.78260 3.61248 -0.83106
H -4.03920 5.61468 -1.64666
H -5.01620 4.28468 0.33994
H -4.79430 0.76678 -3.82406
C -2.68010 5.91358 0.68084
H -2.17340 0.66248 5.45314
C 0.89870 0.09178 5.65394
C -2.03510 7.07818 1.04604
H -6.36700 2.24688 0.65254
H -0.36190 0.70688 -6.66326
H 1.16040 0.84568 -4.53126
C 1.71070 -0.44242 3.34244
H 5.86480 1.95158 2.64214
H -0.39940 3.38608 -5.19186
H 1.50580 -3.40472 2.22234
H -2.60170 7.98858 1.19864
C -5.34800 2.16518 0.27044
C -3.99100 0.01268 -3.83786
H 1.15270 -0.91902 5.97724
H 5.31460 -9.05092 1.48944
C 1.55990 4.68438 -1.68616
H -0.13570 7.97478 1.46614
C -4.58710 -2.00112 0.94834
H 1.49300 -8.17722 -4.15226
C 1.21140 2.78938 3.24904
H -1.30100 2.15138 -7.11486
H -1.09070 3.36488 -2.29626
H -5.39080 2.08178 -0.81326
H 5.04860 0.29778 1.01664
H -3.80340 4.28468 2.51454
C 0.34590 -4.14772 3.85214
C 2.90240 4.09348 4.37554
C -0.15300 -3.15732 -0.22546
Si 0.45440 3.02438 0.44444
B -2.97580 -0.58692 0.32674
H 4.96510 3.23028 1.82554
H -5.28260 -2.83592 -2.29186
H 3.74820 0.99648 -3.06926
H -5.37260 3.48918 2.66894
C -6.36960 -3.55012 0.84744
H -1.82780 3.12968 3.68184
H -2.54060 0.33868 -2.34666
H 7.06290 1.61918 0.52764
C -0.17480 -6.48282 3.78734
H 0.07240 0.43968 6.26824
C 3.21870 0.04278 -1.19636
H 4.64770 -4.48272 -0.20986
*
```

=====

Entry 6:
A molecular structure, C7H18ClI2O5P2Tm in a non-equilibrium geometry. Source: the OMol25 dataset; level of theory: ωB97M-V with the def2-TZVPD basis set.

The value obtained for the relative energy (zero: lowest compared OMol25 entry of this formula, charge and spin) is 0.3468 eV. For the HOMO-LUMO gap (alpha / beta), the calculation gives 5.39 / 5.42 eV. The highest occupied orbital energy (alpha / beta) is -14.00 / -14.00 eV.

```
! RIJCOSX wB97M-V def2-TZVPD def2/J DEFGRID3
* xyz 2 3
P 0.99135 0.86771 -2.12992
H 0.47735 -0.04766 3.47008
Cl 3.12948 -0.77487 1.41415
I -5.47146 2.65570 -1.95102
H -1.26748 -2.74413 3.37978
H -3.55394 -1.34396 1.58421
C -0.87324 -2.53658 2.37545
H -1.02249 -0.46717 4.37818
O 4.00760 0.19916 0.84408
C -0.61779 0.04109 3.48656
H 2.61935 0.08096 -3.70172
C 2.03332 -0.42341 -2.92089
C 2.24894 2.12065 -1.72789
C 0.20939 1.61896 -3.57130
H -3.24817 -1.18127 3.35259
P -1.28087 -0.78318 2.00593
H 2.90477 1.71301 -0.94620
H 1.41047 -1.18731 -3.40796
H 0.21297 -2.71569 2.38180
H -1.37497 -3.21436 1.67007
O 3.47785 -2.12035 1.06599
H 1.75404 3.04287 -1.38822
H 2.72974 -0.88739 -2.20550
C -1.69133 0.56231 -0.70474
H -0.92992 1.09629 3.49071
H 0.96837 1.88808 -4.32276
H -0.49059 0.88484 -3.99146
Tm 0.09650 -0.96893 -0.33280
O 1.71148 -0.48545 0.74969
O -2.64078 1.18100 -0.98032
O 2.91676 -0.59764 2.81704
H 2.83643 2.33102 -2.63774
H -3.37096 0.29869 2.33743
I -5.54167 0.12415 -3.01063
C -3.04906 -0.75118 2.35834
H -0.31145 2.52404 -3.23101
*
```